[1]
DFT (ωB97M-V/def2-TZVPD) results for 10 unconnected molecules or ions with the total composition C44H118N10O12 at a distorted geometry.

```
184
Properties=species:S:1:pos:R:3:forces:R:3
C -2.5433 -1.5021 -2.8305 -1.2 -0.7 1.6
C -1.1191 -1.7647 -2.3754 -0.2 -0.2 0.9
C -0.3972 -2.9297 -3.1442 -1.3 0.6 0.5
O -0.8889 -4.2635 -2.9192 0.2 0.8 0.6
C -0.1840 -4.9079 -1.8748 0.6 -1.0 -0.5
N -0.2570 -0.5693 -2.4888 -0.3 0.2 0.6
H -3.0509 -2.4779 -2.8368 -0.1 0.2 -0.1
H -2.5993 -1.1090 -3.8101 0.2 0.4 -1.3
H -3.1757 -0.8108 -2.1882 1.1 -0.7 -0.4
H -1.1366 -2.0557 -1.2910 0.1 0.2 -0.8
H 0.6159 -2.7132 -2.7979 0.4 -0.9 -0.6
H -0.5785 -2.8149 -4.2113 0.5 0.4 -0.2
H 0.8232 -5.1867 -2.2314 -0.2 -0.1 0.0
H -0.6812 -5.8529 -1.5449 0.1 1.0 -0.3
H 0.0073 -4.2417 -1.0517 -0.3 0.3 0.7
H -0.5780 0.1751 -1.8325 0.3 -0.8 -0.7
H -0.4022 -0.1982 -3.4212 0.1 0.3 0.0
C -1.3485 2.7394 3.2952 0.5 0.2 1.0
C -1.6704 2.9985 4.7962 -1.2 0.2 -1.6
C -0.4441 3.6345 5.4377 -0.4 0.2 -1.5
O 0.7181 2.9391 5.0235 0.0 0.8 0.1
C 1.0231 1.8817 5.8475 0.7 -1.2 1.7
N -2.9151 3.7446 5.0677 1.1 0.1 0.6
H -2.1067 2.2261 2.7402 -0.7 -0.2 -0.2
H -0.4932 2.0888 3.3584 0.4 -0.3 -0.4
H -1.0143 3.6224 2.7397 -0.3 0.1 0.2
H -1.8290 2.0422 5.2632 0.1 -0.7 0.2
H -0.6264 3.6739 6.4737 0.3 -0.3 1.7
H -0.2899 4.6655 5.1365 -0.2 0.2 -0.4
H 1.1752 2.2507 6.9092 -0.2 -0.5 -0.9
H 1.9885 1.4272 5.5284 -0.7 0.3 0.0
H 0.2385 1.0832 5.8727 0.5 0.6 -0.1
H -3.7772 3.3097 4.7552 0.5 0.0 -0.2
H -2.8123 4.6529 4.6578 -0.4 0.5 -0.3
C 1.9448 5.0154 -3.3219 0.4 -0.2 0.8
C 1.5236 3.8157 -2.4422 0.1 0.3 -1.2
C 0.0402 3.9043 -2.1616 0.1 -1.8 0.4
O -0.3294 3.0424 -1.0579 0.0 0.0 -0.4
C -1.7346 2.8078 -0.9601 -0.4 0.3 0.8
N 1.8460 2.5841 -3.1737 -0.4 -0.9 1.4
H 2.9561 4.8603 -3.7558 -0.7 0.2 0.2
H 1.9468 5.9142 -2.7225 0.4 0.3 0.4
H 1.2143 5.2712 -4.0605 -0.4 -0.4 -1.0
H 2.0200 3.9132 -1.4903 0.5 -0.2 0.5
H -0.4620 3.5133 -3.0501 -0.3 0.6 -0.1
H -0.1613 4.9142 -1.8890 -0.7 1.0 0.0
H -2.3073 3.7406 -0.6921 0.5 -0.8 -0.3
H -1.9124 2.0587 -0.1627 0.4 0.5 -0.1
H -2.1720 2.3299 -1.8348 0.2 0.2 -0.5
H 2.1292 1.8424 -2.5203 -0.5 0.3 -0.1
H 2.6554 2.6933 -3.7343 0.9 0.5 -0.7
C 2.3371 -1.5540 -6.6443 -0.5 -1.4 -1.4
C 2.7276 -0.2303 -6.0580 -1.0 0.3 0.0
C 3.2506 0.8034 -7.0008 1.3 0.9 -0.1
O 3.8320 1.9035 -6.2356 -1.2 -0.4 -0.7
C 4.0868 3.0128 -7.0803 0.5 0.5 1.7
N 1.5597 0.3342 -5.4238 -1.0 1.4 -0.1
H 1.8180 -1.5757 -7.6468 0.5 0.5 1.0
H 1.6888 -2.1071 -5.9718 -0.5 0.3 0.3
H 3.1428 -2.2777 -6.6925 0.7 0.3 -0.4
H 3.4212 -0.4214 -5.3035 1.9 -0.4 1.1
H 2.3814 1.1101 -7.5761 -0.1 0.5 -0.3
H 4.0813 0.5429 -7.6731 -0.4 -0.8 0.0
H 4.8012 2.7915 -7.8546 0.2 -0.3 -0.6
H 4.5448 3.7562 -6.4191 0.1 0.0 -0.1
H 3.2065 3.5062 -7.4621 -0.6 -0.2 -0.4
H 1.0553 -0.3402 -4.8952 -0.2 -0.5 0.5
H 1.6625 1.1953 -4.8666 0.2 -0.7 -0.5
C -1.0140 -1.2159 5.7344 1.4 3.2 -1.3
C -1.6296 -2.5008 5.5195 -0.9 -1.7 1.8
C -2.4948 -2.4805 4.2931 0.7 0.4 0.3
O -3.5846 -1.6213 4.4476 -0.7 -0.1 -0.8
C -4.7276 -2.2770 4.9389 -0.3 0.5 1.4
N -0.7265 -3.6390 5.3855 0.4 -0.2 0.1
H -0.3842 -0.9251 4.8313 -0.3 -0.2 1.2
H -0.4864 -1.0690 6.6822 0.3 -0.4 -0.2
H -1.8438 -0.4757 5.7771 0.5 -0.3 -0.1
H -2.1880 -2.5473 6.4873 -0.7 -0.8 -0.8
H -2.7618 -3.5021 4.1200 -0.7 -0.7 -0.5
H -1.8514 -2.1461 3.4702 -0.3 0.1 -0.1
H -5.6167 -1.6559 4.7929 0.3 0.0 -0.2
H -4.6283 -2.4117 6.0277 -0.1 0.0 0.0
H -4.9062 -3.2668 4.5485 0.1 -0.3 -0.7
H -1.2430 -4.5237 5.3761 0.1 0.5 0.0
H -0.1138 -3.6797 6.1929 0.1 0.0 -0.1
C 3.3123 -2.3742 -2.6492 0.8 -2.0 0.4
C 4.6741 -1.7760 -2.8284 1.1 0.8 0.1
C 4.5730 -0.3688 -2.3082 0.2 0.8 0.5
O 5.8080 0.2742 -2.4091 1.7 0.4 0.5
C 6.0169 1.4516 -1.6024 -0.8 0.2 -2.0
N 5.6628 -2.4563 -1.9589 -0.8 1.1 0.1
H 3.0913 -2.3894 -1.5530 -0.2 0.2 -0.9
H 3.3733 -3.4424 -2.9691 -0.4 0.6 0.1
H 2.6069 -1.8431 -3.2469 -0.8 0.3 -0.2
H 4.9976 -1.6285 -3.8894 -0.3 -0.8 0.4
H 4.3034 -0.4359 -1.2755 -0.4 0.0 1.0
H 3.8205 0.2494 -2.7980 -0.4 -0.2 -0.4
H 5.9558 1.3151 -0.5273 -0.5 -0.3 0.2
H 5.2845 2.2048 -2.0147 0.6 -0.3 1.0
H 7.0319 1.8020 -1.8180 -0.2 -0.1 -0.1
H 6.0012 -3.3335 -2.2769 0.2 -0.6 -0.5
H 6.4281 -1.8208 -1.7738 0.1 -0.2 -0.2
C -4.1113 0.0223 1.3026 1.1 1.1 -0.3
C -4.7279 1.4226 1.1497 -0.8 -0.5 0.1
C -5.5524 1.5290 -0.1641 0.8 0.9 0.9
O -4.8326 1.1101 -1.2873 0.3 -0.1 0.3
C -5.6468 1.1257 -2.4148 0.3 -0.2 -0.9
N -5.6765 1.7904 2.2362 -1.5 -1.4 -0.9
H -4.9386 -0.6665 1.2990 0.0 -0.8 -0.1
H -3.5524 -0.0332 2.2425 -0.3 -0.1 0.1
H -3.3272 -0.1735 0.5222 -1.1 0.0 0.4
H -3.9523 2.1616 1.2578 0.4 0.5 -0.6
H -5.8585 2.5718 -0.3209 -0.1 0.0 0.2
H -6.4625 0.9398 -0.0510 -0.2 -0.3 0.1
H -6.4800 0.4384 -2.3238 -0.5 -0.1 0.2
H -5.0522 0.7744 -3.2404 0.4 -0.3 -0.4
H -5.9837 2.1147 -2.7230 -0.2 0.3 0.4
H -5.2412 1.6747 3.1312 0.4 -0.1 0.5
H -6.4705 1.0834 2.2304 1.2 1.1 0.1
C 2.5746 1.2794 1.8603 2.3 0.4 0.8
C 2.0462 0.1000 1.1179 -0.4 0.9 0.8
C 0.6717 -0.0692 1.8383 -0.3 0.5 -0.9
O -0.1446 -1.1578 1.3933 -0.4 2.4 0.0
C 0.4072 -2.4169 1.5935 0.1 1.2 0.3
N 2.0398 0.5209 -0.2652 1.3 -1.1 0.2
H 3.4124 1.7762 1.3693 0.3 -0.5 -0.2
H 2.9015 1.0884 2.8992 -0.6 0.1 -0.3
H 1.8310 2.0026 1.7685 -1.4 1.6 0.6
H 2.7536 -0.6861 1.3060 0.0 -0.9 -0.3
H 0.0969 0.9328 1.6992 0.7 -1.9 -0.1
H 0.9314 -0.0845 2.9123 -0.5 -0.5 0.0
H 1.4500 -2.3456 1.3927 1.1 -0.5 -0.1
H -0.0546 -3.0111 0.8566 -0.5 -1.3 -0.5
H 0.2195 -2.6934 2.6139 0.1 -0.9 0.6
H 1.2549 1.0711 -0.3994 -1.9 1.8 -0.3
H 1.8781 -0.2242 -0.8936 -0.1 -1.3 -0.8
C -5.9077 5.4231 3.4699 0.7 -1.4 0.8
O -4.7404 5.5407 2.6890 0.2 -0.2 0.6
C -5.0818 5.6323 1.3226 0.3 -0.4 -0.1
C -3.9228 6.3257 0.6161 -0.7 0.9 -2.0
N -2.6586 5.7053 0.8628 -0.6 -0.8 -0.3
C -1.5832 6.4329 0.2867 1.3 0.5 0.5
C -0.2076 5.9535 0.7660 -0.9 0.5 0.2
O -0.0763 6.0887 2.1490 0.4 -0.5 1.2
C 1.1368 5.4795 2.6901 -2.0 -0.2 -1.1
H -5.6802 5.3217 4.5425 0.4 -0.4 -0.4
H -6.4773 4.5703 3.1080 -0.2 -0.3 0.2
H -6.5256 6.2719 3.4612 -0.9 1.6 -0.6
H -5.9760 6.2552 1.3402 -0.2 0.1 -0.9
H -5.3172 4.6052 0.8547 0.4 1.3 0.8
H -3.7964 7.4304 0.8996 -0.9 -1.1 -0.4
H -4.1695 6.2517 -0.5396 0.5 0.4 2.0
H -2.5758 5.4826 1.8378 0.4 0.2 0.4
H -1.6373 7.5576 0.3730 -0.1 -0.7 0.6
H -1.5618 6.3102 -0.7826 -0.2 -0.3 -0.7
H 0.4880 6.5845 0.2830 1.2 1.0 -0.7
H 0.0390 4.9640 0.4523 -0.3 -1.1 -0.2
H 1.1820 5.8429 3.6909 0.3 0.0 0.7
H 1.9508 5.8277 2.1012 1.0 0.3 -0.4
H 1.0841 4.3697 2.6512 0.0 0.6 0.1
C 1.9094 -10.2863 -3.8772 1.9 0.1 1.5
O 2.7685 -9.4599 -3.0270 -1.0 0.4 -0.5
C 2.0419 -8.8745 -1.9455 -0.4 -0.3 0.0
C 2.9228 -7.8200 -1.3004 0.4 0.2 -3.4
N 2.2579 -7.1411 -0.2254 0.8 0.6 -2.1
C 3.0355 -6.0192 0.2451 -1.5 0.8 1.8
C 2.2560 -5.4122 1.4708 0.4 2.1 -2.3
O 2.2051 -6.3440 2.4629 0.1 -0.9 1.9
C 1.7319 -5.8303 3.7102 0.8 1.5 -0.3
H 1.9835 -11.2781 -3.3869 -0.7 0.2 -0.7
H 2.3798 -10.3084 -4.8704 -0.3 0.0 0.3
H 0.9123 -9.8650 -3.8821 -0.3 -0.2 -0.2
H 1.8134 -9.6799 -1.2015 -0.2 0.5 -0.4
H 1.0938 -8.3757 -2.2869 0.6 -0.6 0.2
H 3.2479 -7.1650 -2.2391 -1.0 -0.5 2.1
H 3.8578 -8.3407 -1.1384 0.6 -0.1 1.0
H 1.9302 -7.8158 0.4264 0.1 -0.1 1.1
H 3.2265 -5.2773 -0.5438 -0.7 -0.1 0.0
H 4.0171 -6.2656 0.5822 1.0 -0.6 0.5
H 1.2447 -5.1230 1.1155 0.1 -0.3 0.1
H 2.6922 -4.4154 1.7966 0.1 -1.1 -0.1
H 2.2329 -4.8006 3.9075 -0.9 -1.5 -0.2
H 2.0020 -6.4928 4.5305 0.1 -0.2 -0.3
H 0.6420 -5.7236 3.6969 0.1 0.2 0.0
```
Forces are in eV/Å.

The calculation puts the orbital gap at 9.08 eV. The value obtained for the HOMO energy is -8.54 eV. The value obtained for the strongest force on any atom is 3.7 eV/A.

***

[2]
DFT (ωB97M-V/def2-TZVPD) results for 11 unconnected molecules or ions with the total composition C44H121N11O11 at a distorted geometry.

```
187
Properties=species:S:1:pos:R:3:forces:R:3
C 6.5105 11.8776 -13.1478 -0.3 1.0 -0.2
C 7.9735 12.2843 -13.0623 0.7 -0.7 0.1
C 8.7199 11.3627 -12.0736 -0.1 0.5 1.7
O 8.1791 11.4141 -10.6954 0.4 -1.0 -2.0
C 8.3719 12.6423 -10.0635 -0.8 0.0 0.5
N 8.5582 12.2734 -14.4114 -0.9 -0.4 0.2
H 6.3783 10.8365 -13.4424 0.1 -0.1 0.3
H 6.0363 12.4746 -13.9268 0.0 0.0 -0.1
H 5.9657 12.1321 -12.2387 0.1 -0.5 0.2
H 8.0889 13.3092 -12.7097 -0.3 0.2 0.2
H 9.7687 11.5979 -11.8926 0.3 0.5 -0.7
H 8.7302 10.3270 -12.4133 -0.5 -0.1 0.1
H 9.3170 13.1440 -10.2710 0.2 -0.2 -0.1
H 8.2904 12.4035 -9.0031 0.2 0.3 0.1
H 7.5515 13.3188 -10.3032 0.0 0.4 -0.1
H 9.5664 12.3327 -14.4082 0.1 0.0 0.5
H 8.3622 11.3696 -14.8174 -0.2 -0.2 -0.3
C 6.7010 16.1320 -13.7218 -0.5 1.3 -0.3
C 7.1567 15.8528 -15.1435 -0.3 0.3 0.7
C 8.6315 16.2387 -15.4020 -1.9 -0.6 0.2
O 8.7647 17.6092 -15.1899 1.0 -0.1 -0.1
C 10.0806 17.9962 -15.5403 -0.9 1.8 -0.2
N 6.8452 14.4858 -15.4337 0.2 -0.6 -0.3
H 5.6114 16.1030 -13.7125 0.0 -0.8 0.3
H 6.8318 17.1826 -13.4627 0.7 0.0 0.2
H 7.1765 15.4971 -12.9743 -0.3 -0.1 0.0
H 6.4656 16.3895 -15.7934 0.5 0.8 -0.2
H 8.8337 15.9427 -16.4313 0.4 0.2 -0.4
H 9.2983 15.6727 -14.7513 0.1 -0.2 0.2
H 10.8601 17.7240 -14.8287 0.0 -0.7 0.0
H 10.0330 19.0850 -15.5180 0.2 0.2 0.0
H 10.2734 17.7373 -16.5814 0.4 -0.4 0.0
H 7.2165 14.2754 -16.3492 -0.1 -0.3 -0.4
H 7.3623 13.8691 -14.8234 0.2 -0.3 0.0
C 15.0446 23.8006 -6.3971 0.4 -0.9 0.3
C 13.7237 23.8739 -7.1030 1.8 -0.1 0.2
C 12.5985 23.0436 -6.5574 1.1 -1.4 -0.2
O 13.1080 21.7051 -6.4740 -1.4 -0.5 -0.1
C 12.0779 20.6802 -6.4798 0.6 0.7 0.1
N 13.3893 25.2691 -7.1120 -1.6 0.2 -0.7
H 14.8909 24.1453 -5.3745 0.3 0.2 0.1
H 15.7512 24.4395 -6.9267 0.0 0.1 0.2
H 15.4626 22.7955 -6.3425 -0.1 0.0 0.0
H 13.8590 23.5745 -8.1423 0.1 -0.1 -0.2
H 11.8349 23.1180 -7.3317 -0.7 -0.2 0.3
H 12.2701 23.3863 -5.5761 -0.3 0.1 0.1
H 11.3889 20.7916 -5.6425 0.1 0.0 0.3
H 12.5921 19.7202 -6.4341 -0.1 0.2 0.0
H 11.4509 20.7213 -7.3705 0.2 0.1 -0.4
H 13.2085 25.5681 -6.1643 0.4 0.2 0.5
H 12.4429 25.1070 -7.4252 -0.8 1.5 -0.7
C 17.8715 12.8837 -5.5344 -0.1 -0.5 -0.3
C 16.4556 13.4722 -5.6730 1.4 -0.3 -0.4
C 16.3681 14.6193 -6.6868 0.0 -1.0 -1.2
O 16.3925 14.0760 -8.0783 0.0 1.0 2.6
C 17.0456 14.9490 -8.9543 0.7 -0.8 0.1
N 15.4940 12.4345 -6.0491 -0.3 0.5 1.2
H 18.6036 13.5427 -5.0676 -0.2 0.3 -0.2
H 18.2787 12.5078 -6.4730 -0.1 0.2 -0.2
H 17.8337 12.0083 -4.8860 -0.2 -0.1 0.2
H 16.2343 13.8093 -4.6603 -0.2 0.8 0.1
H 17.1981 15.2972 -6.4881 0.3 0.1 -0.3
H 15.4520 15.1953 -6.5561 -0.3 0.0 -0.1
H 16.6317 15.9542 -9.0346 -0.2 0.0 0.0
H 17.0543 14.4256 -9.9103 -0.2 0.3 -0.3
H 18.0884 14.9861 -8.6390 0.4 0.5 -0.1
H 14.6705 12.8841 -5.6751 -1.2 0.2 -0.8
H 15.5361 11.7544 -5.3037 0.6 -0.9 0.0
C 14.7528 17.9963 -5.8552 -1.0 0.1 0.0
C 15.8754 18.3233 -6.8422 -0.5 0.1 1.0
C 15.5679 19.5768 -7.6931 1.9 -0.6 1.6
O 14.4070 19.3912 -8.3786 -1.6 -0.5 -1.4
C 14.1432 20.3905 -9.3354 -1.6 0.8 0.0
N 17.1183 18.4119 -6.0320 0.3 -0.4 -0.8
H 13.8878 17.5157 -6.3123 -0.1 0.1 -0.3
H 14.3923 18.8809 -5.3302 0.0 0.3 -0.1
H 15.0529 17.3146 -5.0594 0.4 -0.2 -0.2
H 15.9115 17.4790 -7.5307 0.6 -0.1 -0.1
H 16.3901 19.7425 -8.3893 0.3 0.2 0.0
H 15.4959 20.3956 -6.9772 0.0 0.6 -0.1
H 13.1269 20.3114 -9.7212 -0.3 -1.0 0.0
H 14.7431 20.4399 -10.2441 0.8 -0.2 0.4
H 13.9992 21.3598 -8.8581 1.0 0.3 0.2
H 17.3461 19.2844 -5.5771 -0.4 0.5 -0.4
H 16.9970 17.7720 -5.2600 0.2 -0.2 -0.1
C 7.1735 16.6301 -8.9573 -0.8 -0.8 1.6
C 5.8160 16.8867 -9.6254 0.9 -0.6 1.2
C 4.6105 16.9153 -8.5943 0.9 -1.3 -0.6
O 4.3879 15.5822 -8.1199 -0.7 -0.3 0.2
C 3.2915 15.4259 -7.1983 0.3 0.3 -0.6
N 5.9407 18.1266 -10.3208 -1.2 1.0 -0.3
H 7.2505 17.2733 -8.0808 0.2 0.4 0.0
H 8.0563 16.7684 -9.5815 -0.3 0.0 -0.3
H 7.1477 15.6276 -8.5302 0.4 -0.3 -0.1
H 5.7268 16.0520 -10.3207 -0.8 0.0 -0.2
H 3.7360 17.3052 -9.1152 -0.2 0.1 0.0
H 4.8290 17.4851 -7.6912 0.2 0.7 -0.2
H 2.3146 15.5872 -7.6541 0.0 0.2 -0.5
H 3.3370 16.1186 -6.3579 0.3 0.1 0.2
H 3.2704 14.4042 -6.8191 0.4 0.0 -0.1
H 6.8871 18.2271 -10.6589 0.2 0.1 -0.5
H 5.8330 18.8546 -9.6290 -0.1 0.4 0.0
C 11.5163 12.6496 -8.6883 -0.8 0.0 -0.3
C 12.8723 12.2404 -8.2071 1.0 -1.5 0.1
C 13.2947 10.8185 -8.6140 1.7 -0.8 1.1
O 14.6621 10.5050 -8.1192 -0.6 0.8 0.2
C 14.9529 9.1363 -8.1357 -1.1 -0.7 -0.6
N 13.8724 13.1444 -8.6955 -0.2 0.5 -0.1
H 11.5794 12.9174 -9.7430 0.0 -0.2 -0.3
H 11.2331 13.5803 -8.1966 -0.2 0.0 0.2
H 10.7096 11.9241 -8.5835 0.0 -0.1 0.2
H 12.8989 12.2380 -7.1174 0.0 0.1 0.1
H 13.3561 10.6628 -9.6911 -0.4 0.1 -0.3
H 12.6501 10.0786 -8.1394 -0.4 -0.1 -0.2
H 14.7178 8.7573 -9.1303 0.1 -0.4 -0.3
H 14.3501 8.5576 -7.4359 -0.6 0.0 0.2
H 15.9532 8.7776 -7.8932 0.5 1.2 -0.1
H 13.7234 13.1994 -9.6929 0.3 -0.3 -0.7
H 13.5560 14.0725 -8.4534 0.5 0.6 0.5
C 9.5938 19.9042 -9.9768 -0.1 0.3 -0.8
C 9.0198 20.1478 -11.3908 -0.5 -0.7 0.2
C 9.9027 20.8673 -12.4081 0.3 0.5 0.0
O 9.2583 20.9190 -13.6741 -0.4 -0.4 0.1
C 9.7225 21.9504 -14.5289 0.0 -0.2 1.1
N 8.5504 18.8378 -11.8546 0.3 0.4 -0.2
H 8.9006 19.2527 -9.4447 -0.2 0.2 0.0
H 9.7002 20.8430 -9.4334 0.3 -0.1 0.1
H 10.5139 19.3220 -10.0277 0.3 0.3 0.0
H 8.1280 20.7645 -11.2780 -0.1 0.2 0.0
H 10.9016 20.4578 -12.5584 0.2 -0.7 0.2
H 10.1202 21.8666 -12.0308 -0.3 0.5 0.0
H 9.2694 21.8406 -15.5141 0.0 -0.1 0.2
H 10.8111 21.9162 -14.5728 0.2 0.0 -0.3
H 9.4399 22.8952 -14.0646 0.0 0.4 -0.3
H 9.3556 18.2299 -11.8068 0.1 -0.4 0.0
H 8.3294 18.8963 -12.8384 -0.3 0.0 -0.3
C 11.3420 16.9159 -8.5943 -0.4 -1.2 -0.5
C 12.0974 16.1500 -9.7341 0.1 2.3 2.3
C 11.9018 16.9462 -11.0223 0.4 -1.5 -1.5
O 10.5962 16.8733 -11.5490 -1.3 0.1 0.5
C 10.1003 15.6418 -12.0148 0.2 -0.5 -0.8
N 13.4634 16.0712 -9.2175 0.7 -0.2 -1.2
H 10.3002 16.9914 -8.9058 0.0 0.6 0.3
H 11.8508 17.8553 -8.3782 -0.2 0.4 -0.6
H 11.3579 16.4345 -7.6165 0.0 -0.6 -0.2
H 11.7670 15.1249 -9.9021 -0.3 0.1 0.1
H 12.5095 16.4655 -11.7889 0.7 -0.2 -0.2
H 12.1720 17.9988 -11.1063 0.1 0.1 0.9
H 10.0664 14.8034 -11.3191 0.2 0.3 0.4
H 10.6560 15.3148 -12.8937 0.6 -0.2 -0.1
H 9.0977 15.7267 -12.4340 -0.1 0.7 0.5
H 13.8686 16.9581 -8.9542 -0.7 0.8 0.6
H 14.0937 15.9457 -9.9967 0.2 -1.0 -0.2
C 11.2304 13.6727 -16.0602 0.0 0.1 -0.1
C 11.4723 12.1935 -15.8912 0.0 -1.2 -0.7
C 12.8366 11.7000 -16.3701 0.6 1.1 -1.0
O 13.0124 12.0649 -17.7455 0.2 -0.6 -0.4
C 14.2005 11.5264 -18.3599 -0.2 1.0 0.8
N 11.2613 11.8941 -14.4842 1.5 0.4 0.3
H 10.1905 13.8808 -15.8084 -0.1 0.0 -0.5
H 11.5400 14.0234 -17.0447 -0.4 0.0 0.0
H 11.7789 14.2547 -15.3197 0.5 -0.1 0.1
H 10.7594 11.5865 -16.4494 -0.4 0.3 -0.3
H 12.9831 10.6275 -16.2422 -0.2 -0.2 0.1
H 13.6140 12.2269 -15.8169 0.3 0.0 0.5
H 14.3316 11.9388 -19.3603 -0.7 -0.3 -0.1
H 14.2212 10.4367 -18.3457 -0.1 0.0 -0.1
H 15.0796 11.9270 -17.8551 0.2 -0.2 0.5
H 11.5119 10.9486 -14.2324 -0.1 -0.4 -0.2
H 11.9945 12.4622 -14.0845 0.1 0.1 1.0
C 17.5480 16.7005 -12.1985 0.3 0.7 0.5
C 16.4150 17.7077 -12.0562 0.6 -0.3 -0.5
C 15.7601 18.0864 -13.3833 0.5 -0.3 1.0
O 14.6280 18.8763 -13.0121 -0.7 -0.5 -1.0
C 13.5740 18.7838 -13.9901 0.7 0.1 -0.2
N 15.3831 17.1569 -11.1951 0.9 0.7 0.3
H 18.0255 16.5855 -11.2254 -0.1 -0.1 0.1
H 18.3482 17.0853 -12.8305 -0.2 -0.3 -0.4
H 17.1812 15.7182 -12.4965 0.1 0.0 -0.3
H 16.8175 18.6468 -11.6764 0.0 0.0 0.6
H 15.5016 17.1333 -13.8447 -0.5 0.1 -0.4
H 16.5100 18.5966 -13.9878 -0.3 0.4 -0.4
H 13.9722 19.2989 -14.8643 -0.6 0.1 -0.3
H 12.6105 19.1713 -13.6592 0.4 0.7 0.4
H 13.3061 17.7631 -14.2631 0.5 -0.4 0.0
H 15.1824 16.2479 -11.5869 -0.4 -0.3 -0.1
H 14.6359 17.8009 -11.4121 -0.9 -0.4 0.4
```
Forces are in eV/Å.

The calculation puts the orbital gap at 8.27 eV. The value obtained for the HOMO energy is -8.22 eV. The value obtained for the strongest force on any atom is 3.2 eV/A.

***

Across the entries above, DFT total energy takes the values -3197.2975, -3178.6110 Eh, respectively.
Across the entries above, energy relative to the best compared isomer or geometry (same formula, charge and spin) takes the values 225.2, 465.5 kJ/mol, respectively.
Across the entries above, LUMO level takes the values 0.534, 0.049 eV, respectively.